(1)
DFT (the ωB97M-V functional and the def2-TZVPD basis) results for a structure of composition C49H63InNO5P3SSi.

Atoms and positions in Å:
In 1.01 -0.33 0.25
C -0.11 0.46 5.91
C 0.41 -0.08 4.58
C 0.47 -1.62 4.61
P -0.27 0.45 2.93
C -0.47 2.29 2.99
C -1.64 2.89 3.77
C 0.86 2.92 3.40
C -1.98 -0.18 2.78
C -2.82 -0.25 3.90
C -4.11 -0.74 3.82
C -4.59 -1.19 2.60
C -3.77 -1.14 1.48
C -2.46 -0.64 1.52
Si -1.47 -0.70 -0.13
C -2.14 0.65 -1.30
C -3.29 1.33 -0.87
C -3.83 2.41 -1.56
C -3.21 2.85 -2.71
C -2.08 2.19 -3.18
C -1.54 1.08 -2.52
P -0.16 0.10 -3.26
C 1.13 1.18 -4.09
C 0.83 2.20 -5.19
C 2.02 1.86 -3.05
C -0.96 -0.77 -4.73
C -1.60 -2.08 -4.27
C -2.00 -0.03 -5.58
C -1.90 -2.41 -0.86
C -3.08 -2.50 -1.62
C -3.50 -3.70 -2.17
C -2.74 -4.84 -2.00
C -1.57 -4.78 -1.26
C -1.14 -3.59 -0.66
P 0.37 -3.56 0.40
C 1.57 -4.63 -0.51
C 1.84 -4.05 -1.90
C 2.86 -4.67 0.32
C -0.14 -4.61 1.86
C -1.47 -4.08 2.40
C -0.20 -6.12 1.66
H 0.63 0.26 6.68
H -1.04 -0.03 6.22
H -0.28 1.54 5.89
H 1.44 0.28 4.47
H -0.54 -2.03 4.64
H 1.00 -1.95 5.50
H 0.98 -2.02 3.74
H -0.64 2.52 1.94
H -1.55 2.76 4.85
H -2.60 2.47 3.46
H -1.68 3.97 3.56
H 1.04 2.79 4.48
H 0.86 3.99 3.19
H 1.71 2.48 2.86
H -2.45 0.11 4.85
H -4.74 -0.78 4.70
H -5.59 -1.59 2.51
H -4.17 -1.51 0.54
H -3.77 1.03 0.06
H -4.72 2.90 -1.19
H -3.60 3.71 -3.25
H -1.62 2.54 -4.09
H 1.72 0.37 -4.55
H 0.22 3.02 -4.82
H 0.35 1.76 -6.07
H 1.77 2.63 -5.53
H 1.49 2.70 -2.61
H 2.92 2.25 -3.53
H 2.32 1.19 -2.25
H -0.09 -1.01 -5.35
H -2.50 -1.86 -3.70
H -0.94 -2.67 -3.64
H -1.90 -2.68 -5.13
H -2.90 0.15 -5.00
H -2.27 -0.67 -6.42
H -1.66 0.92 -5.98
H -3.65 -1.60 -1.82
H -4.41 -3.73 -2.76
H -3.05 -5.78 -2.43
H -0.97 -5.68 -1.14
H 1.17 -5.64 -0.61
H 2.12 -2.99 -1.83
H 0.96 -4.13 -2.55
H 2.66 -4.59 -2.38
H 3.26 -3.66 0.44
H 3.62 -5.29 -0.17
H 2.69 -5.09 1.32
H 0.63 -4.39 2.60
H -2.29 -4.33 1.72
H -1.47 -2.99 2.51
H -1.69 -4.52 3.37
H -0.98 -6.40 0.95
H -0.44 -6.60 2.62
H 0.75 -6.53 1.32
O 2.78 -1.10 -0.89
N 3.97 -0.69 -0.47
C 4.95 -0.60 -1.39
C 6.22 -0.21 -1.05
C 6.48 0.13 0.28
C 5.46 0.05 1.20
C 4.18 -0.38 0.84
S 2.87 -0.51 1.95
H 4.65 -0.87 -2.39
H 6.98 -0.16 -1.81
H 7.47 0.45 0.58
H 5.62 0.31 2.24
O 2.84 2.37 0.30
C 1.65 2.65 0.13
O 0.69 1.79 -0.02
C 1.23 4.09 0.07
C -0.11 4.43 -0.11
C -0.52 5.77 -0.17
C 0.47 6.72 -0.04
O 0.33 8.08 -0.07
C 1.64 8.62 0.14
O 2.55 7.52 0.22
C 1.79 6.38 0.13
C 2.21 5.08 0.19
H -0.84 3.64 -0.22
H -1.55 6.05 -0.32
H 1.66 9.18 1.08
H 1.91 9.26 -0.69
H 3.25 4.81 0.32

Summary:
energy relative to the best compared isomer or geometry (same formula, charge and spin) = 0.0 kcal/mol
HOMO energy = -7.24 eV
gap between HOMO and LUMO = 7.8 eV
total charge = 0

Results of the Löwdin charge analysis, in e, for atoms 1 through 99: In 0.452; C -0.107; C -0.547; C -0.124; P 1.035; C -0.522; C -0.097; C -0.101; C -0.360; C -0.097; C -0.072; C -0.073; C -0.109; C -0.276; Si 0.639; C -0.276; C -0.096; C -0.081; C -0.081; C -0.097; C -0.348; P 1.104; C -0.542; C -0.114; C -0.122; C -0.530; C -0.134; C -0.117; C -0.284; C -0.154; C -0.089; C -0.070; C -0.098; C -0.360; P 1.063; C -0.563; C -0.108; C -0.114; C -0.542; C -0.117; C -0.113; H 0.082; H 0.064; H 0.049; H 0.076; H 0.068; H 0.083; H 0.043; H 0.075; H 0.060; H 0.067; H 0.081; H 0.073; H 0.083; H 0.065; H 0.083; H 0.105; H 0.105; H 0.093; H 0.085; H 0.103; H 0.104; H 0.081; H 0.094; H 0.065; H 0.058; H 0.076; H 0.079; H 0.085; H 0.043; H 0.100; H 0.048; H 0.063; H 0.086; H 0.076; H 0.078; H 0.050; H 0.104; H 0.110; H 0.105; H 0.094; H 0.086; H 0.049; H 0.062; H 0.081; H 0.063; H 0.080; H 0.067; H 0.092; H 0.081; H 0.047; H 0.084; H 0.068; H 0.081; H 0.062; O -0.268; N -0.185; C -0.010; C -0.052

(2)
DFT (the ωB97M-V functional and the def2-TZVPD basis) results for a structure of composition C49H64IrN3O3PTe2.

Atoms and positions in Å:
Ir -0.01 -0.46 0.75
C -2.54 2.47 2.06
C -1.99 1.94 0.75
O -2.28 2.46 -0.34
N -1.24 0.87 0.83
Te -4.43 1.05 -1.57
C -6.51 0.71 -1.17
C -7.03 -0.58 -0.99
C -6.24 -1.84 -1.22
C -8.37 -0.72 -0.61
C -9.19 0.37 -0.40
C -10.63 0.20 -0.01
C -8.65 1.64 -0.58
C -7.33 1.83 -0.96
C -6.83 3.25 -1.16
C -4.15 0.18 -3.51
C -2.81 -0.08 -3.84
C -1.66 0.34 -2.95
C -2.51 -0.67 -5.07
C -3.50 -1.01 -5.97
C -3.17 -1.62 -7.32
C -4.81 -0.71 -5.64
C -5.16 -0.09 -4.44
C -6.61 0.28 -4.24
H -1.85 2.29 2.89
H -3.48 1.94 2.27
H -2.75 3.53 1.95
H -5.19 -1.63 -1.42
H -6.64 -2.39 -2.08
H -6.31 -2.51 -0.36
H -8.77 -1.72 -0.48
H -10.83 -0.82 0.32
H -11.29 0.41 -0.86
H -10.91 0.89 0.80
H -9.29 2.51 -0.43
H -7.66 3.96 -1.06
H -6.38 3.37 -2.14
H -6.07 3.51 -0.42
H -1.77 -0.01 -1.92
H -1.60 1.43 -2.89
H -0.71 -0.03 -3.34
H -1.47 -0.86 -5.32
H -2.17 -2.06 -7.32
H -3.20 -0.85 -8.09
H -3.89 -2.38 -7.59
H -5.60 -0.94 -6.35
H -7.12 0.34 -5.20
H -6.71 1.24 -3.73
H -7.14 -0.47 -3.63
C -0.93 -5.86 -2.45
C 0.27 -4.95 -2.27
N 1.49 -5.65 -1.88
C 1.92 -6.76 -2.75
C 1.64 -8.13 -2.13
C 2.31 -5.34 -0.85
O 3.36 -5.95 -0.65
C 1.96 -4.26 0.15
C 2.27 -4.55 1.47
C 2.16 -3.56 2.43
C 1.73 -2.31 2.05
N 1.39 -2.02 0.78
C 1.55 -2.98 -0.15
H -1.83 -5.26 -2.62
H -1.10 -6.47 -1.56
H -0.82 -6.53 -3.30
H 0.04 -4.21 -1.51
H 0.46 -4.42 -3.21
H 2.99 -6.66 -2.91
H 1.42 -6.65 -3.71
H 2.12 -8.19 -1.15
H 2.05 -8.92 -2.76
H 0.57 -8.30 -2.02
H 2.63 -5.54 1.72
H 2.42 -3.75 3.46
H 1.64 -1.49 2.76
H 1.38 -2.66 -1.17
C -2.64 -2.51 -0.51
P -1.79 -2.03 1.03
C -3.18 -1.41 2.02
C -1.43 -3.64 1.82
C -1.22 -3.69 3.20
C -0.91 -4.89 3.82
C -0.77 -6.05 3.06
C -0.96 -6.01 1.69
C -1.28 -4.80 1.07
H -1.92 -2.80 -1.28
H -3.19 -1.65 -0.87
H -3.32 -3.34 -0.32
H -3.95 -2.18 2.10
H -3.58 -0.53 1.52
H -2.85 -1.12 3.01
H -1.32 -2.79 3.80
H -0.78 -4.93 4.89
H -0.50 -6.98 3.55
H -0.85 -6.91 1.10
H -1.45 -4.79 0.00
C 5.82 0.20 -0.45
Te 3.89 0.26 0.54
C 4.43 2.30 0.93
C 5.90 2.43 0.68
C 6.60 3.57 1.10
C 7.95 3.69 0.84
C 8.62 2.68 0.15
C 7.93 1.55 -0.26
C 6.57 1.42 0.00
H 5.66 0.21 -1.53
H 6.33 -0.72 -0.20
H 4.15 2.56 1.95
H 3.87 2.95 0.25
H 6.07 4.35 1.63
H 8.49 4.57 1.17
H 9.68 2.77 -0.05
H 8.46 0.77 -0.80
C 1.20 3.31 1.50
O 1.43 1.88 1.52
C 1.29 1.16 0.44
C 1.14 1.89 -0.85
H 0.18 3.52 1.19
H 1.89 3.84 0.84
H 1.36 3.65 2.52
H 0.15 2.36 -0.87
H 1.22 1.20 -1.68
H 1.89 2.68 -0.98

Summary:
energy relative to the best compared isomer or geometry (same formula, charge and spin) = 55.2 kcal/mol
HOMO energy (spin up / spin down) = -9.00 / -9.00 eV
gap between HOMO and LUMO (spin up / spin down) = 5.2 / 5.3 eV
total charge = +1

Results of the Löwdin charge analysis, in e, for atoms 1 through 99: Ir 1.025; C 0.005; C -0.732; O -0.152; N -0.079; Te 1.572; C -0.426; C -0.318; C -0.070; C -0.021; C -0.262; C -0.046; C -0.015; C -0.318; C -0.096; C -0.391; C -0.319; C -0.114; C -0.027; C -0.272; C -0.049; C -0.017; C -0.276; C -0.042; H 0.082; H 0.082; H 0.091; H -0.002; H 0.090; H 0.084; H 0.121; H 0.075; H 0.086; H 0.081; H 0.120; H 0.077; H 0.058; H 0.068; H 0.006; H 0.081; H 0.074; H 0.112; H 0.072; H 0.085; H 0.078; H 0.122; H 0.083; H 0.068; H 0.077; C -0.071; C -0.206; N -0.039; C -0.187; C -0.061; C -0.407; O 0.076; C -0.085; C 0.031; C -0.013; C -0.182; N -0.186; C -0.091; H 0.081; H 0.070; H 0.078; H 0.062; H 0.132; H 0.120; H 0.117; H 0.074; H 0.083; H 0.065; H 0.138; H 0.126; H 0.110; H 0.130; C -0.240; P 0.807; C -0.232; C -0.361; C -0.099; C -0.072; C -0.069; C -0.066; C -0.094; H 0.039; H -0.017; H 0.065; H 0.065; H 0.022; H 0.046; H 0.107; H 0.112; H 0.112; H 0.109; H 0.071; C -0.398; Te 1.460; C -0.393

(3)
DFT (the ωB97M-V functional and the def2-TZVPD basis) results for a cluster of 6 separate species, C49H64N2O6P in total.

Atoms and positions in Å:
C -4.55 0.82 3.58
C -4.33 2.03 2.49
C -3.54 3.36 3.13
C -2.71 4.19 1.96
C -1.10 4.27 2.26
C -0.19 3.33 1.23
C 1.16 2.90 2.09
C 2.62 3.54 1.72
C 2.76 4.59 0.42
C 3.11 3.72 -0.95
C 4.23 2.53 -0.71
C 1.79 2.99 -1.62
N 3.85 3.18 2.53
C 3.90 2.24 3.72
C 2.52 1.48 4.24
O 2.48 0.56 5.39
C 2.96 -0.79 5.04
C 4.61 -0.82 5.19
C 5.11 -0.29 6.69
O 4.99 -2.26 5.15
C 1.14 1.83 3.37
C -0.30 1.13 3.74
O -0.53 0.89 5.06
O -1.38 0.78 2.81
P -0.93 -0.51 1.73
N -1.89 -0.34 0.40
O 0.71 -0.46 1.15
O -1.27 -2.10 2.37
H -4.41 -0.20 2.98
H -3.68 0.87 4.36
H -5.60 0.87 4.13
H -5.39 2.35 2.08
H -3.65 1.66 1.60
H -2.87 3.07 4.06
H -4.42 4.04 3.57
H -2.98 3.83 0.87
H -3.12 5.31 2.04
H -0.92 3.88 3.35
H -0.66 5.37 2.12
H -0.80 2.39 0.83
H 0.02 4.00 0.29
H 1.81 5.25 0.27
H 3.74 5.22 0.65
H 3.54 4.43 -1.79
H 5.03 2.92 0.05
H 3.63 1.61 -0.25
H 4.70 2.13 -1.73
H 0.92 3.75 -1.90
H 1.40 2.16 -0.86
H 2.10 2.42 -2.61
H 4.76 3.62 2.22
H 4.93 2.03 4.28
H 2.55 -1.51 5.90
H 2.56 -1.21 4.03
H 5.17 -0.29 4.30
H 4.24 0.11 7.36
H 5.72 -1.11 7.28
H 5.85 0.62 6.49
H 5.32 -2.42 4.21
H -2.49 -1.19 0.27
H 0.78 -0.69 0.17
H -2.21 -2.33 2.10
C -1.58 -0.17 -4.17
C -2.18 -0.06 -5.43
C -3.49 -0.48 -5.62
C -4.22 -1.01 -4.55
C -3.63 -1.12 -3.29
C -2.31 -0.71 -3.10
H -0.56 0.15 -4.02
H -1.61 0.35 -6.26
H -3.95 -0.40 -6.60
H -5.25 -1.33 -4.70
H -4.20 -1.53 -2.46
H -1.85 -0.80 -2.13
C -5.86 -2.91 -8.73
C -5.73 -3.17 -7.37
C -6.86 -3.19 -6.55
C -8.12 -2.97 -7.10
C -8.25 -2.72 -8.47
C -7.12 -2.69 -9.28
H -4.98 -2.89 -9.36
H -4.75 -3.35 -6.94
H -6.76 -3.38 -5.49
H -9.01 -3.00 -6.47
H -9.24 -2.55 -8.90
H -7.22 -2.49 -10.35
C 9.51 3.87 -0.68
C 9.55 3.05 -1.81
C 8.79 1.89 -1.86
C 7.98 1.53 -0.78
C 7.94 2.35 0.35
C 8.71 3.51 0.40
H 10.10 4.77 -0.64
H 10.17 3.33 -2.66
H 8.82 1.25 -2.74
H 7.39 0.63 -0.82
H 7.31 2.07 1.20
H 8.68 4.14 1.29
C 1.11 -0.13 9.02
C 1.37 0.79 10.04
C 1.73 0.34 11.31
C 1.84 -1.03 11.56
C 1.59 -1.95 10.54
C 1.22 -1.49 9.27
H 0.83 0.23 8.03
H 1.29 1.86 9.85
H 1.92 1.05 12.11
H 2.13 -1.38 12.55
H 1.68 -3.01 10.73
H 1.02 -2.21 8.48
C -3.69 -8.49 -9.45
C -4.57 -8.37 -10.53
C -5.44 -7.28 -10.60
C -5.43 -6.31 -9.59
C -4.55 -6.44 -8.52
C -3.69 -7.53 -8.44
H -3.01 -9.34 -9.39
H -4.57 -9.12 -11.32
H -6.13 -7.19 -11.44
H -6.11 -5.47 -9.65
H -4.55 -5.68 -7.74
H -3.01 -7.62 -7.60

Summary:
HOMO energy = -10.13 eV
gap between HOMO and LUMO = 4.8 eV
total charge = +1

Results of the Löwdin charge analysis, in e, for atoms 1 through 99: C -0.144; C -0.259; C -0.200; C -0.193; C -0.178; C -0.154; C 0.023; C -0.025; C -0.090; C -0.366; C -0.109; C -0.119; N 0.064; C 0.108; C -0.018; O -0.145; C -0.117; C -0.324; C -0.047; O -0.114; C 0.107; C -0.258; O 0.042; O -0.166; P 0.746; N -0.194; O -0.214; O -0.200; H 0.073; H 0.062; H 0.090; H 0.113; H 0.077; H 0.100; H 0.118; H 0.123; H 0.117; H 0.103; H 0.128; H 0.116; H 0.097; H 0.127; H 0.133; H 0.147; H 0.054; H 0.091; H 0.112; H 0.095; H 0.076; H 0.102; H 0.150; H 0.146; H 0.165; H 0.145; H 0.131; H 0.085; H 0.105; H 0.081; H 0.113; H -0.007; H 0.105; H 0.094; C -0.103; C -0.095; C -0.091; C -0.092; C -0.093; C -0.106; H 0.091; H 0.101; H 0.101; H 0.091; H 0.097; H 0.058; C -0.112; C -0.121; C -0.099; C -0.090; C -0.090; C -0.098; H 0.108; H 0.098; H 0.098; H 0.102; H 0.103; H 0.104; C -0.087; C -0.083; C -0.087; C -0.107; C -0.129; C -0.101; H 0.105; H 0.107; H 0.105; H 0.100; H 0.083; H 0.097; C -0.105

For each record above, in turn, the calculated max |F| values are 0.64, 1.86, 9.27 eV Å⁻¹.